{"formula": "C3H13N2O", "method": "wB97M-V/def2-TZVPD", "total_charge": 1, "total_energy_ev": -8342.5529, "homo_lumo_gap_ev": 11.43, "multiplicity": 1, "fmax_ev_per_a": 1.643, "molar_mass_g_mol": 93.15, "elements": ["C", "O", "C", "N", "H", "H", "H", "H", "H", "H", "H", "H", "C", "N", "H", "H", "H", "H", "H"], "coordinates": [[2.081591, -0.057666, 0.407912], [2.952551, 0.527816, 1.372205], [1.101549, 1.037820, -0.206260], [0.198889, 0.474023, -1.252196], [1.481925, -0.717868, 1.026955], [2.633753, -0.617352, -0.372443], [3.413314, 1.246705, 0.982486], [0.455249, 1.462275, 0.561958], [1.718130, 1.802651, -0.726270], [-0.660837, -0.120809, -0.876581], [0.888149, -0.010879, -1.828397], [-0.262164, 1.166934, -1.856049], [-2.537026, -0.474151, 0.728341], [-1.683824, -1.181933, -0.277990], [-3.585786, -0.505551, 0.332729], [-2.188560, 0.565213, 0.922018], [-2.609990, -0.955093, 1.701922], [-1.079077, -1.863307, 0.211479], [-2.317829, -1.778830, -0.851822]], "forces_ev_per_angstrom": [[-0.63, 1.03, 0.45], [-1.24, -1.03, -0.30], [0.87, 0.21, 0.29], [0.30, 0.25, -0.41], [-0.07, -0.48, -0.31], [-0.30, 0.26, 0.20], [0.89, 1.03, -0.53], [0.45, 0.19, 0.08], [-0.45, -0.21, 0.63], [0.65, -0.91, -0.16], [-0.88, -0.65, -0.48], [0.54, 0.18, 0.31], [-1.09, 0.22, -0.27], [-0.47, -0.94, 0.53], [0.97, 0.60, 0.38], [-0.33, -0.64, -0.41], [0.34, -0.27, -0.07], [-0.37, 0.46, -0.34], [0.85, 0.71, 0.41]]}



{"formula": "C3H13N2OS2", "method": "wB97M-V/def2-TZVPD", "total_charge": 2, "total_energy_ev": -29999.6926, "s_squared": 0.754, "homo_lumo_gap_ev": [9.88, 4.99], "multiplicity": 2, "fmax_ev_per_a": 5.325, "molar_mass_g_mol": 157.28, "elements": ["S", "S", "C", "C", "C", "N", "N", "H", "H", "H", "H", "H", "H", "H", "H", "H", "H", "H", "H", "H", "O"], "coordinates": [[0.038559, 0.281584, 2.697743], [1.419699, -0.202682, 1.478515], [1.335536, 0.769183, -0.080615], [0.399967, -0.026068, -0.980821], [0.607628, 0.232084, -2.490259], [-0.229507, 1.321925, -2.818089], [-1.056104, 0.059753, -0.634714], [0.760787, 0.926145, 3.541477], [2.275024, 1.066894, -0.500528], [0.937996, 1.711597, 0.016463], [0.743282, -1.053357, -0.612679], [0.575362, -0.637634, -3.127007], [1.687242, 0.421089, -2.632549], [-0.412000, 1.370355, -3.845024], [0.304968, 2.201873, -2.626211], [-1.012583, 0.578421, 0.152824], [-1.567748, -0.849978, -0.646623], [-1.736164, 0.586464, -1.405516], [-2.978377, -2.686214, -1.814946], [-3.164057, -2.902284, -0.281954], [-3.100673, -2.189843, -0.944758]], "forces_ev_per_angstrom": [[-3.47, 0.35, -0.48], [3.51, 0.25, -0.98], [-2.10, -0.75, -0.11], [1.46, -3.30, -0.97], [2.16, -0.50, 0.66], [-0.01, 2.08, -1.83], [-1.53, -0.69, -5.05], [1.47, 0.45, 1.80], [1.20, -1.12, -0.09], [-1.24, 2.49, 1.35], [-1.01, 0.46, -1.67], [-1.20, -0.51, 0.00], [-0.13, 0.38, 0.32], [-0.02, -0.12, 1.13], [-0.93, -0.79, -0.26], [-1.50, 1.81, 3.60], [0.14, -0.18, 0.88], [2.81, -0.57, 1.65], [-0.43, 0.89, 1.62], [-0.15, 0.32, -0.32], [0.97, -0.96, -1.27]]}



{"formula": "C3H13N3", "method": "wB97M-V/def2-TZVPD", "total_energy_ev": -7791.5942, "homo_lumo_gap_ev": 10.51, "multiplicity": 1, "fmax_ev_per_a": 1.347, "molar_mass_g_mol": 91.16, "elements": ["C", "C", "N", "H", "H", "H", "H", "H", "H", "H", "N", "C", "N", "H", "H", "H", "H", "H", "H"], "coordinates": [[-2.412885, 3.804727, 3.230008], [-2.816204, 2.553152, 2.498613], [-4.231339, 2.152430, 2.564492], [-2.208590, 3.675506, 4.297452], [-1.555341, 4.296854, 2.769933], [-3.213260, 4.552746, 3.206519], [-2.518152, 2.590479, 1.437881], [-2.216133, 1.703536, 2.830586], [-4.391564, 1.519847, 3.335367], [-4.815769, 2.965706, 2.707970], [3.910479, -2.458254, -3.834166], [2.876196, -3.155603, -3.057577], [3.206201, -4.549551, -2.790952], [3.671269, -1.473812, -3.873870], [4.820864, -2.554749, -3.400662], [2.718410, -2.700220, -2.073989], [1.983381, -3.137948, -3.673099], [3.002117, -5.129210, -3.594729], [4.190320, -4.655633, -2.579783]], "forces_ev_per_angstrom": [[-0.23, 0.93, 0.40], [0.19, -1.08, -0.78], [0.37, 0.18, 0.12], [0.07, -0.28, -0.14], [0.14, -0.17, 0.05], [-0.06, -0.07, -0.21], [-0.29, 0.49, 0.18], [-0.06, -0.03, 0.31], [-0.05, 0.07, 0.09], [-0.09, -0.03, -0.03], [-0.26, -0.10, -0.14], [0.77, -0.50, 0.16], [-0.23, 0.06, -0.24], [0.23, 0.04, -0.06], [-0.05, 0.15, 0.12], [-0.27, 0.21, -0.16], [-0.36, 0.12, 0.29], [0.16, 0.04, -0.05], [-0.01, -0.02, 0.08]]}



{"formula": "C3H13N3", "method": "wB97M-V/def2-TZVPD", "total_energy_ev": -7791.1446, "homo_lumo_gap_ev": 10.24, "multiplicity": 1, "fmax_ev_per_a": 2.329, "molar_mass_g_mol": 91.16, "elements": ["C", "C", "N", "H", "H", "H", "H", "H", "H", "H", "N", "C", "N", "H", "H", "H", "H", "H", "H"], "coordinates": [[-3.412986, 3.878690, 2.395932], [-4.175187, 3.718571, 1.040511], [-3.975880, 2.333786, 0.546114], [-4.106825, 3.514857, 3.152292], [-2.537666, 3.235432, 2.366921], [-3.013820, 4.872654, 2.565480], [-5.242548, 3.901136, 1.114538], [-3.653586, 4.440620, 0.401157], [-4.367988, 2.287219, -0.374579], [-3.013303, 2.120803, 0.745375], [3.109130, -2.452488, -0.807230], [3.554903, -3.476089, -1.716143], [4.854931, -4.073883, -1.466066], [2.464567, -2.727111, -0.085327], [2.743380, -1.689409, -1.342263], [2.856609, -4.309866, -1.911912], [3.550026, -3.120370, -2.753291], [5.548786, -3.439775, -1.843527], [5.167687, -4.178803, -0.506609]], "forces_ev_per_angstrom": [[-1.11, -0.76, -0.79], [1.79, -0.20, 0.39], [-0.98, 1.36, 1.61], [0.46, 0.26, 0.52], [0.09, -0.25, 0.10], [-0.48, 0.26, 0.17], [0.01, 0.35, 0.06], [-0.65, 0.12, -0.46], [0.75, -0.59, -0.52], [0.12, -0.55, -1.08], [0.38, 0.24, -0.24], [-0.51, -1.48, -0.73], [0.92, 0.45, -0.51], [-0.12, -0.22, -0.09], [-0.31, 0.42, 0.19], [-0.19, 0.07, 1.04], [0.53, 0.61, 0.29], [0.15, -0.06, -0.12], [-0.85, -0.04, 0.17]]}



{"formula": "C3H13N3", "method": "wB97M-V/def2-TZVPD", "total_energy_ev": -7791.8381, "homo_lumo_gap_ev": 10.33, "multiplicity": 1, "fmax_ev_per_a": 0.882, "molar_mass_g_mol": 91.16, "elements": ["C", "C", "N", "H", "H", "H", "H", "H", "H", "H", "N", "C", "N", "H", "H", "H", "H", "H", "H"], "coordinates": [[0.397193, -1.762208, 0.794980], [0.567881, -1.665761, -0.720773], [1.609799, -2.515327, -1.321386], [1.360405, -1.593983, 1.279311], [-0.262701, -0.960526, 1.129234], [-0.012770, -2.719976, 1.099132], [-0.358936, -1.883558, -1.242672], [0.855615, -0.635477, -0.948493], [2.517657, -2.210902, -0.985245], [1.524746, -3.468789, -0.981876], [-1.945866, 2.083741, 0.721999], [-0.877329, 1.855259, -0.259478], [0.424260, 2.264474, 0.220049], [-2.863039, 1.905069, 0.322845], [-1.976105, 3.078627, 0.936732], [-0.851039, 0.792084, -0.480736], [-1.060289, 2.395448, -1.184401], [0.355616, 3.242169, 0.504496], [0.594902, 1.799636, 1.116283]], "forces_ev_per_angstrom": [[0.11, 0.32, -0.38], [0.63, 0.06, -0.02], [0.01, -0.05, 0.40], [0.02, -0.15, 0.07], [-0.18, -0.09, 0.13], [-0.01, -0.14, 0.13], [-0.25, 0.06, 0.02], [-0.17, -0.04, -0.17], [0.01, 0.07, -0.08], [-0.15, -0.02, -0.10], [-0.12, 0.33, 0.13], [-0.20, 0.07, 0.04], [-0.10, 0.13, 0.87], [0.09, -0.29, -0.07], [0.11, -0.08, 0.10], [-0.02, -0.09, -0.09], [0.01, 0.04, -0.32], [0.18, -0.01, -0.34], [0.03, -0.13, -0.33]]}



{"formula": "C3H13N3SSi", "method": "wB97M-V/def2-TZVPD", "total_energy_ev": -26505.0520, "homo_lumo_gap_ev": 8.71, "multiplicity": 1, "fmax_ev_per_a": 3.922, "molar_mass_g_mol": 151.31, "elements": ["N", "Si", "N", "N", "H", "H", "H", "H", "H", "C", "C", "C", "H", "H", "H", "H", "H", "H", "S", "H", "H"], "coordinates": [[-3.508947, -0.762936, 0.861288], [-2.219862, -1.590789, 0.332286], [-1.039494, -0.973803, -0.675497], [-1.782665, -3.214480, 0.428916], [-3.937160, -1.111159, 1.629536], [-0.774039, -0.007089, -0.804786], [-0.676614, -1.593149, -1.454871], [-2.090101, -3.916958, 1.131875], [-1.136410, -3.602731, -0.257442], [2.355371, 0.184736, 0.705923], [2.484493, 0.830071, -0.462542], [2.263249, 2.303817, -0.652647], [2.471643, -0.922816, 0.655425], [2.049866, 0.639105, 1.648667], [2.770046, 0.201756, -1.293406], [2.818067, 2.605458, -1.570260], [1.238670, 2.610999, -0.721322], [2.690221, 2.909530, 0.208390], [-4.106714, 1.921039, -0.502399], [-4.276732, 0.890274, 0.325753], [-4.712080, 2.765132, 0.405977]], "forces_ev_per_angstrom": [[2.93, 0.23, -2.60], [-0.86, 0.45, 0.14], [0.88, -0.64, -1.97], [-0.22, -1.53, 0.78], [-1.96, -1.32, 2.96], [-0.30, -0.17, 0.00], [-0.47, 1.29, 1.53], [0.20, 1.01, -1.13], [-0.19, 0.14, 0.61], [-0.10, -0.89, -1.01], [-0.44, -0.23, 1.59], [2.01, 0.71, 0.22], [-0.01, 0.98, 0.47], [0.17, -0.01, -0.27], [-0.02, 0.22, -0.39], [-0.57, 0.14, 0.59], [-0.67, -0.09, -0.29], [-0.39, -0.82, -0.94], [-0.69, 1.36, 0.45], [0.24, -0.46, 0.03], [0.46, -0.37, -0.79]]}



{"formula": "C3H13N4", "method": "wB97M-V/def2-TZVPD", "total_charge": 1, "total_energy_ev": -9272.4839, "homo_lumo_gap_ev": 9.69, "multiplicity": 1, "fmax_ev_per_a": 7.562, "molar_mass_g_mol": 105.16, "elements": ["C", "N", "N", "N", "C", "C", "N", "H", "H", "H", "H", "H", "H", "H", "H", "H", "H", "H", "H", "H"], "coordinates": [[2.699092, 0.158101, 0.426859], [1.533281, -0.185397, -0.400710], [0.446199, -0.474586, 0.593034], [-0.768814, -0.505339, -0.070159], [-1.610246, -1.737086, 0.039072], [-1.619561, 0.651672, 0.114324], [-0.803138, 1.702900, -0.824974], [3.453023, 0.643588, -0.259552], [2.302219, 0.992131, 1.120194], [3.207613, -0.621688, 1.031899], [1.788118, -0.990842, -0.967295], [0.868820, -1.247633, 1.237927], [-0.973063, -2.520386, -0.419517], [-1.910013, -1.897585, 1.091944], [-2.438309, -1.475080, -0.610645], [-2.565289, 0.583455, -0.164047], [-1.537524, 1.131428, 1.038612], [-1.412403, 1.815120, -1.643960], [0.198226, 1.328602, -0.928912], [-0.858240, 2.648631, -0.404091]], "forces_ev_per_angstrom": [[0.22, 2.69, 0.05], [-0.46, 0.17, 1.48], [2.77, -0.08, 0.08], [-2.35, -1.67, 0.53], [1.68, 0.67, -0.40], [7.51, 0.89, -0.13], [-1.80, 0.56, 0.99], [-0.62, -0.67, 0.81], [0.96, -1.36, -0.85], [-0.61, 0.11, -0.43], [-0.51, -0.32, 0.01], [-2.31, 1.17, -1.46], [-0.87, -0.01, 0.60], [0.04, -0.38, -0.63], [-0.38, -0.76, 0.10], [-3.99, -0.62, -1.76], [0.07, 0.42, 1.81], [1.12, -0.43, -0.47], [-1.10, 0.23, -0.28], [0.61, -0.60, -0.05]]}



{"formula": "C3H13N4", "method": "wB97M-V/def2-TZVPD", "total_charge": 1, "total_energy_ev": -9276.9323, "homo_lumo_gap_ev": 11.31, "multiplicity": 1, "fmax_ev_per_a": 1.910, "molar_mass_g_mol": 105.16, "elements": ["N", "C", "C", "N", "H", "H", "H", "H", "H", "H", "H", "H", "N", "C", "N", "H", "H", "H", "H", "H"], "coordinates": [[0.750008, 0.171444, -1.983582], [0.942184, -0.989908, -1.108847], [-0.429029, -1.447971, -0.629056], [-0.343258, -1.897304, 0.756179], [0.115128, -0.070272, -2.733757], [1.620480, 0.436985, -2.424496], [1.528858, -0.639610, -0.250909], [1.443688, -1.822822, -1.614950], [-1.109394, -0.605942, -0.663025], [-0.816429, -2.179271, -1.340573], [-1.199701, -2.350219, 1.006215], [0.355830, -2.629843, 0.830404], [-0.108396, 1.974802, -0.026315], [-0.442742, 1.794484, 1.227241], [-0.436186, 0.676767, 1.908732], [0.149119, 1.264752, -0.749901], [-0.157805, 2.923650, -0.337146], [-0.745696, 2.667320, 1.776465], [-0.712112, 0.730619, 2.854470], [-0.293229, -0.228364, 1.525723]], "forces_ev_per_angstrom": [[0.03, -0.02, -0.14], [-0.16, 0.17, -0.07], [0.34, -0.01, -0.20], [0.32, -0.36, -0.18], [-0.08, 0.04, -0.16], [0.12, 0.07, -0.06], [0.09, -0.30, -0.11], [0.19, 0.17, 0.24], [-0.27, 0.28, 0.00], [-0.12, -0.21, 0.15], [-0.64, -0.24, 0.29], [0.14, 0.08, 0.10], [-0.33, -0.07, 0.65], [0.22, -0.15, -0.13], [-0.17, 1.73, -0.44], [0.19, -0.12, -0.07], [-0.02, 0.34, -0.28], [0.02, 0.35, 0.14], [-0.29, 0.00, 0.97], [0.43, -1.73, -0.67]]}



{"formula": "C3H13N4", "method": "wB97M-V/def2-TZVPD", "total_charge": 1, "total_energy_ev": -9270.2737, "homo_lumo_gap_ev": [7.14, 9.64], "multiplicity": 1, "fmax_ev_per_a": 3.025, "molar_mass_g_mol": 105.16, "elements": ["C", "C", "C", "N", "N", "N", "N", "H", "H", "H", "H", "H", "H", "H", "H", "H", "H", "H", "H", "H"], "coordinates": [[1.967799, -1.907580, -2.021970], [0.586794, 1.391861, -1.625380], [0.258599, -0.403082, -0.130716], [-0.107623, -1.123405, 0.873347], [-0.536151, 1.731638, 0.514027], [0.007097, 0.833253, -0.386956], [-2.110473, -0.455889, 2.550383], [2.811201, -2.446486, -1.461681], [0.934931, -2.232505, -1.742720], [2.051532, -1.145485, -2.862646], [1.452202, 2.211426, -1.413625], [1.074259, 0.690549, -2.334590], [-0.298829, 1.700481, -2.199105], [0.378825, -1.909259, 1.277544], [-0.986623, -0.876241, 1.555508], [-0.004855, 1.749943, 1.355171], [-0.459234, 2.691527, 0.219838], [-1.594157, 0.126468, 3.168544], [-3.003771, -0.651524, 2.956578], [-2.421524, 0.024308, 1.708450]], "forces_ev_per_angstrom": [[-0.67, 0.06, 0.78], [1.06, 1.63, -0.90], [0.86, -0.70, 0.56], [-1.82, 0.47, 1.70], [-1.19, 0.33, 0.88], [2.08, -0.34, -1.89], [-0.63, -0.31, -1.31], [-1.19, 1.29, -1.24], [1.13, 0.12, -0.66], [0.33, -1.40, 1.37], [-2.53, -1.64, -0.28], [-0.40, -0.19, 1.27], [0.60, 0.94, 0.08], [0.44, -0.15, -0.80], [1.20, -0.68, -0.94], [0.69, -0.52, 0.96], [-0.15, 0.11, -0.99], [0.18, 0.90, 0.40], [-0.29, -0.78, 0.76], [0.31, 0.85, 0.24]]}



{"formula": "C3H13N4P", "method": "wB97M-V/def2-TZVPD", "total_energy_ev": -18569.9156, "homo_lumo_gap_ev": 8.87, "multiplicity": 1, "fmax_ev_per_a": 4.335, "molar_mass_g_mol": 136.14, "elements": ["C", "N", "P", "N", "N", "C", "N", "C", "H", "H", "H", "H", "H", "H", "H", "H", "H", "H", "H", "H", "H"], "coordinates": [[0.328482, 2.514280, -0.410880], [0.385247, 1.261784, 0.178747], [-0.230490, -0.119637, -0.137444], [-0.030332, -0.745312, -1.994141], [0.559946, -1.198509, 0.814997], [1.967993, -1.248129, 0.945005], [-1.854332, -0.410443, 0.277603], [-2.466784, -0.757308, 1.499122], [-0.635381, 3.058609, -0.139329], [0.370114, 2.290857, -1.523851], [1.159615, 3.213254, -0.267454], [-0.788112, -1.452834, -2.183940], [-0.123705, 0.150937, -2.497436], [0.086431, -2.100526, 0.807296], [2.533993, -0.663275, 0.141541], [2.397307, -0.773463, 1.861734], [2.266038, -2.304087, 0.664961], [-2.478926, -0.181108, -0.565021], [-3.485582, -0.627381, 1.317148], [-2.219661, -1.695497, 1.885292], [-2.387729, -0.010275, 2.366046]], "forces_ev_per_angstrom": [[-1.42, 0.93, -2.51], [0.28, -2.33, 0.90], [0.44, 0.52, -0.87], [-1.23, 0.90, 3.34], [-1.93, -0.52, -0.17], [2.88, 0.00, -1.69], [0.72, 0.59, -4.23], [-0.08, 2.80, 1.87], [1.05, -0.33, -0.54], [-0.39, 1.16, 0.61], [0.09, -0.40, 0.60], [0.89, 1.43, -0.08], [-0.31, -0.94, -0.22], [0.39, 0.26, 0.16], [-1.17, -0.49, 0.68], [-0.61, -1.06, -0.27], [0.17, 1.07, 1.20], [1.12, -0.61, 2.15], [-1.96, -0.67, -0.20], [0.29, -1.64, 0.40], [0.77, -0.68, -1.13]]}



The records above give, respectively, relative energy (zero: lowest compared OMol25 entry of this formula, charge and spin) values of 137.9 174.2 41.5 84.9 18.0 185.7 488.3 59.1 701.5 68.0 kJ/mol.